Record 1
Entry from the OMol25 dataset: one molecule with the formula C6H10 at a distorted geometry (ωB97M-V/def2-TZVPD).

Bonds (Å) are listed after each position.
Element x y z (Å)
1 C 0.498 1.615 -1.015  C3 1.623, H7 1.089, H8 1.115, H9 1.078
2 C -0.025 -0.456 -0.992  C3 1.470, C6 1.337, H10 1.085
3 C 1.212 0.223 -0.581  C1 1.623, C2 1.470, H11 1.104, H12 1.098
4 C -0.162 -1.124 2.062  C5 1.339, H13 1.086, H14 1.084
5 C -1.151 -0.968 1.173  C4 1.339, C6 1.459, H15 1.087
6 C -1.120 -0.617 -0.243  C2 1.337, C5 1.459, H16 1.087
7 H 0.219 2.106 -0.084  C1 1.089
8 H -0.459 1.609 -1.587  C1 1.115
9 H 1.192 2.156 -1.637  C1 1.078
10 H -0.088 -0.461 -2.075  C2 1.085
11 H 2.122 -0.031 -1.151  C3 1.104
12 H 1.484 0.235 0.483  C3 1.098
13 H 0.870 -0.826 1.907  C4 1.086
14 H -0.373 -1.612 3.007  C4 1.084
15 H -2.141 -1.290 1.486  C5 1.087
16 H -2.080 -0.559 -0.751  C6 1.087

Results
Energy above the lowest of the compared OMol25 structures with the same formula, charge and spin   239.0 kJ/mol
Frontier orbital gap   8.9 eV
HOMO energy   -7.87 eV
Multiplicity   1
Structure (SMILES)   C=C/C=C\CC

Computed Löwdin charges, given in elementary charges: atom 1 (C): -0.082, atom 2 (C): -0.195, atom 3 (C): -0.167, atom 4 (C): -0.009, atom 5 (C): -0.184, atom 6 (C): -0.153, atom 7 (H): 0.081, atom 8 (H): 0.085, atom 9 (H): 0.058, atom 10 (H): 0.112, atom 11 (H): 0.108, atom 12 (H): 0.081, atom 13 (H): 0.033, atom 14 (H): 0.045, atom 15 (H): 0.088, atom 16 (H): 0.098

***

Record 2
Entry from the OMol25 dataset: one molecule with the formula C6H10 at a distorted geometry (ωB97M-V/def2-TZVPD).

Bonds (Å) are listed after each position.
Element x y z (Å)
1 C 1.357 1.103 0.169  C3 1.341, H7 1.116, H8 1.022
2 C -2.066 0.126 -0.318  C4 1.363, H9 1.038, H10 1.071
3 C 0.542 0.194 -0.386  C1 1.341, C4 1.467, C5 1.588
4 C -0.800 -0.035 0.160  C2 1.363, C3 1.467, C6 1.539
5 C 1.185 -0.569 -1.622  C3 1.588, H11 1.096, H12 1.073, H13 1.104
6 C -0.725 -0.440 1.643  C4 1.539, H14 1.119, H15 1.081, H16 1.139
7 H 2.405 1.349 -0.126  C1 1.116
8 H 1.088 1.546 1.051  C1 1.022
9 H -2.856 -0.061 0.330  C2 1.038
10 H -2.300 0.404 -1.327  C2 1.071
11 H 1.948 -1.245 -1.220  C5 1.096
12 H 1.629 0.194 -2.232  C5 1.073
13 H 0.382 -1.046 -2.211  C5 1.104
14 H -0.275 0.392 2.241  C6 1.119
15 H -1.661 -0.746 2.090  C6 1.081
16 H 0.147 -1.165 1.756  C6 1.139

Results
Energy above the lowest of the compared OMol25 structures with the same formula, charge and spin   161.9 kJ/mol
Frontier orbital gap   10.0 eV
HOMO energy   -8.90 eV
Multiplicity   1
Structure (SMILES)   C=C(C)C(=C)C

Computed Löwdin charges, given in elementary charges: atom 1 (C): 0.037, atom 2 (C): 0.063, atom 3 (C): -0.305, atom 4 (C): -0.317, atom 5 (C): -0.039, atom 6 (C): -0.075, atom 7 (H): 0.088, atom 8 (H): 0.019, atom 9 (H): 0.029, atom 10 (H): 0.052, atom 11 (H): 0.076, atom 12 (H): 0.055, atom 13 (H): 0.073, atom 14 (H): 0.077, atom 15 (H): 0.065, atom 16 (H): 0.101

***

Record 3
Entry from the OMol25 dataset: one molecule with the formula C6H10 (ωB97M-V/def2-TZVPD).

Bonds (Å) are listed after each position.
Element x y z (Å)
1 C -0.257 -1.003 2.275  C2 1.537, H7 1.096, H8 1.094, H9 1.095
2 C -0.141 0.511 2.043  C1 1.537, C3 1.467, H10 1.096, H11 1.098
3 C -0.402 0.835 0.636  C2 1.467, C4 1.206
4 C -0.411 0.964 -0.562  C3 1.206, C5 1.465
5 C -0.135 0.914 -2.001  C4 1.465, C6 1.536, H12 1.096, H13 1.094
6 C 0.524 -0.436 -2.320  C5 1.536, H14 1.095, H15 1.094, H16 1.096
7 H -1.303 -1.327 2.324  C1 1.096
8 H 0.213 -1.535 1.444  C1 1.094
9 H 0.256 -1.304 3.194  C1 1.095
10 H -0.787 1.069 2.731  C2 1.096
11 H 0.884 0.839 2.258  C2 1.098
12 H 0.535 1.741 -2.263  C5 1.096
13 H -1.040 1.060 -2.597  C5 1.094
14 H -0.191 -1.249 -2.153  C6 1.095
15 H 0.878 -0.475 -3.354  C6 1.094
16 H 1.377 -0.606 -1.654  C6 1.096

Results
Energy above the lowest of the compared OMol25 structures with the same formula, charge and spin   134.8 kJ/mol
Frontier orbital gap   10.4 eV
HOMO energy   -9.34 eV
Multiplicity   1
Structure (SMILES)   CCC#CCC

Computed Löwdin charges, given in elementary charges: atom 1 (C): -0.110, atom 2 (C): -0.264, atom 3 (C): -0.050, atom 4 (C): -0.052, atom 5 (C): -0.266, atom 6 (C): -0.113, atom 7 (H): 0.075, atom 8 (H): 0.070, atom 9 (H): 0.068, atom 10 (H): 0.104, atom 11 (H): 0.110, atom 12 (H): 0.108, atom 13 (H): 0.104, atom 14 (H): 0.075, atom 15 (H): 0.067, atom 16 (H): 0.075

***

Record 4
Entry from the OMol25 dataset: a 2-piece molecular cluster, C6H10 overall (ωB97M-V/def2-TZVPD).

Bonds (Å) are listed after each position.
Element x y z (Å)
1 C 0.873 -1.098 -1.620  C6 1.329, H7 1.086, H8 1.082
2 C -1.126 -0.796 -0.258  C3 1.331, C6 1.470, H9 1.087
3 C -0.757 -1.176 0.963  C2 1.331, H10 1.085, H11 1.088
4 C 0.081 1.414 1.434  C5 1.326, H12 1.086, H13 1.086
5 C 0.743 1.700 0.322  C4 1.326, H14 1.085, H15 1.085
6 C -0.198 -0.372 -1.316  C1 1.329, C2 1.470, H16 1.091
7 H 1.131 -1.955 -1.003  C1 1.086
8 H 1.472 -0.901 -2.498  C1 1.082
9 H -2.172 -0.809 -0.553  C2 1.087
10 H -1.475 -1.480 1.718  C3 1.085
11 H 0.289 -1.163 1.260  C3 1.088
12 H 0.546 0.884 2.259  C4 1.086
13 H -0.973 1.647 1.556  C4 1.086
14 H 1.770 1.386 0.163  C5 1.085
15 H 0.268 2.227 -0.500  C5 1.085
16 H -0.472 0.490 -1.927  C6 1.091

Results
Energy above the lowest of the compared OMol25 structures with the same formula, charge and spin   235.5 kJ/mol
Frontier orbital gap   10.2 eV
HOMO energy   -9.05 eV
Multiplicity   1
Structure (SMILES)   C=CC=C.C=C

Computed Löwdin charges, given in elementary charges: atom 1 (C): 0.012, atom 2 (C): -0.206, atom 3 (C): -0.030, atom 4 (C): -0.112, atom 5 (C): -0.108, atom 6 (C): -0.232, atom 7 (H): 0.066, atom 8 (H): 0.055, atom 9 (H): 0.100, atom 10 (H): 0.063, atom 11 (H): 0.064, atom 12 (H): 0.055, atom 13 (H): 0.062, atom 14 (H): 0.058, atom 15 (H): 0.052, atom 16 (H): 0.101